DFT (ωB97M-V/def2-TZVPD) results for 2 unconnected molecules or ions with the total composition C13H24BrFN3OP.

calculated total energy: -102435.9363 eV
lowest unoccupied orbital energy: 0.218 eV
Kohn-Sham gap: 9.81 eV
HOMO energy: -9.591 eV
structure (SMILES): CP(O)[C@@](C#N)(CCN)[C@](F)(Br)C#N.CCCCCC
multiplicity: 1

```
44
Properties=species:S:1:pos:R:3:forces:R:3:mulliken_charge:R:1
O 5.4957 -2.2960 -1.7383 0.0 -0.3 0.0 -0.455
H 6.0061 -2.6370 -2.4820 0.0 0.2 0.0 0.353
C 3.1277 -0.9277 -2.8518 -0.1 -0.1 0.3 -0.294
H -4.1107 1.7080 2.0152 0.0 0.0 0.0 0.225
P 4.0589 -3.1011 -1.6815 0.0 0.0 0.0 -0.060
Br 2.4359 -1.1424 1.2969 0.0 -0.1 0.1 -0.009
H -4.8169 2.8920 -0.0936 0.0 0.0 0.0 0.279
H 4.8152 -4.5885 -0.0315 -0.1 0.1 0.0 0.403
H -1.3654 1.4035 -0.6128 0.0 0.0 0.0 0.328
C 4.1283 -3.7369 0.0220 0.0 0.0 0.1 -0.992
C 2.8010 -1.6600 -1.6117 -0.1 0.1 0.0 1.299
H 3.1529 -4.1008 0.3567 0.1 0.1 0.0 0.322
N -0.0061 -3.0086 0.0994 0.0 0.0 -0.2 -0.547
H -0.0478 1.3488 1.5169 0.0 0.0 0.0 0.241
H -2.1985 3.1424 2.7145 0.0 0.0 0.0 0.301
H -1.5153 0.9552 2.4192 0.0 0.0 0.0 0.428
H -5.2818 4.2977 0.8658 0.0 0.0 0.0 0.296
H 1.5562 -3.4392 -1.7214 0.0 0.1 0.0 0.488
H -0.8499 -2.8019 0.6249 0.1 0.0 0.0 0.226
F 4.2153 -0.1801 -0.4347 0.3 0.1 0.0 -0.303
C 2.9196 -0.5855 -0.4855 0.0 -0.1 -0.3 0.646
C -1.0336 0.8854 1.4422 0.0 0.0 0.0 -0.916
C -1.8636 1.5486 0.3484 0.0 0.0 0.0 -0.271
N 3.3886 -0.3875 -3.8292 0.0 0.1 -0.2 -0.538
H -2.5903 3.4615 -0.3001 0.0 0.0 0.0 0.350
H -0.6801 -1.9230 -1.6097 0.1 0.1 0.0 0.476
H 0.2975 -1.0261 -0.4571 -0.1 0.0 -0.1 -0.448
H -0.1643 -3.9102 -0.3412 0.0 0.0 0.1 0.243
C 1.4036 -2.3564 -1.8160 0.0 0.0 -0.1 -1.157
C 2.1006 0.6025 -0.7953 0.0 -0.2 0.1 -0.078
N 1.4363 1.5093 -1.0136 -0.1 0.2 -0.1 -0.378
C -2.0616 3.0476 0.5628 0.0 0.0 0.0 -0.895
H -1.0807 3.5326 0.5726 0.0 0.0 0.0 0.369
C -2.8039 3.4214 1.8475 0.0 0.0 0.0 -0.728
H -2.8993 4.5112 1.8877 0.0 0.0 0.0 0.404
C 0.1909 -1.9933 -0.9469 -0.1 -0.2 0.1 0.148
H 4.5295 -3.0129 0.7293 0.0 0.0 0.0 0.278
H -0.8856 -0.1760 1.2302 0.0 0.0 0.0 0.069
H -6.1480 2.7723 1.0505 0.0 0.0 0.0 0.378
H -2.8339 1.0483 0.2708 0.0 0.0 0.0 0.334
C -4.1917 2.7985 1.9916 0.0 0.0 0.0 -0.341
H 1.1365 -2.1987 -2.8621 0.1 0.0 0.1 0.340
C -5.1627 3.2123 0.8904 0.0 0.0 0.0 -1.201
H -4.6047 3.0910 2.9607 0.0 0.0 0.0 0.385
```
Forces are in eV/Å.